1.
The following is a quantum chemistry calculation of a molecular structure, C33H38N6O2S2TeW at a distorted geometry, from OMol25.

```
83
Properties=species:S:1:pos:R:3
W 1.082 -0.271 0.965
C 4.355 0.291 3.896
C 3.410 -0.210 2.863
N 2.296 0.449 2.565
N 2.102 1.611 3.263
C 1.067 2.287 2.911
N 0.854 3.501 3.525
S -0.096 1.826 1.699
C 3.563 -1.404 2.140
C 4.738 -2.295 2.078
C 5.893 -2.024 1.465
C 6.364 -0.802 0.696
C 4.332 -0.157 -0.534
N 2.490 -1.630 1.393
H 4.605 1.335 3.714
H 5.259 -0.316 3.899
H 3.888 0.243 4.884
H 1.342 3.623 4.397
H -0.091 3.843 3.508
H 4.621 -3.286 2.514
H 6.645 -2.811 1.500
H 7.176 -0.339 1.260
H 4.426 -1.126 -1.010
O 2.060 -0.435 -0.983
N 2.455 1.404 0.058
C 3.162 2.462 0.574
C 4.467 2.538 0.921
C 5.415 1.481 0.961
C 5.320 0.239 0.358
C 2.992 0.340 -0.547
S 1.794 -2.777 0.436
H 2.539 3.330 0.757
H 4.783 3.490 1.332
H 6.305 1.664 1.556
H 6.819 -1.167 -0.229
C -0.930 -2.648 3.702
C -1.200 -1.577 2.679
O -2.326 -1.196 2.436
N -0.088 -1.055 2.082
Te -1.007 -0.050 -0.989
C -1.849 -1.510 -2.244
C -2.108 -2.787 -1.752
C -1.819 -3.177 -0.324
C -2.663 -3.719 -2.623
C -2.973 -3.403 -3.938
C -3.578 -4.426 -4.865
C -2.703 -2.113 -4.389
C -2.131 -1.149 -3.567
C -1.857 0.229 -4.123
C -2.497 1.436 -0.910
C -3.809 1.109 -0.554
C -4.232 -0.297 -0.212
C -4.751 2.133 -0.517
C -4.420 3.451 -0.807
C -5.451 4.549 -0.734
C -3.108 3.735 -1.167
C -2.127 2.747 -1.235
C -0.730 3.167 -1.634
H -1.784 -3.320 3.754
H -0.803 -2.171 4.677
H -0.019 -3.197 3.460
H -2.299 -2.494 0.377
H -0.749 -3.147 -0.107
H -2.175 -4.187 -0.124
H -2.867 -4.720 -2.252
H -3.803 -5.354 -4.338
H -2.895 -4.661 -5.684
H -4.503 -4.053 -5.308
H -2.937 -1.847 -5.417
H -2.032 0.246 -5.199
H -0.825 0.530 -3.933
H -2.502 0.981 -3.662
H -3.636 -0.682 0.620
H -4.102 -0.969 -1.063
H -5.284 -0.319 0.076
H -5.774 1.888 -0.243
H -6.446 4.146 -0.544
H -5.484 5.119 -1.665
H -5.213 5.251 0.070
H -2.831 4.758 -1.412
H -0.775 4.021 -2.312
H -0.177 2.367 -2.117
H -0.154 3.461 -0.752
```

HOMO-LUMO gap (spin up / spin down) = 0.222 / 0.238 Ha
F_max = 0.0498 Eh/bohr
multiplicity = 3
LUMO level (spin up / spin down) = -0.327 / -0.917 eV
energy = -2890.73869 Eh
M = 926.281 g/mol

---

2.
The following is a quantum chemistry calculation of a molecular structure, C15H29Br3NO13S2 at a distorted geometry, from OMol25.

```
63
Properties=species:S:1:pos:R:3
N -0.379 -0.377 -0.628
O 0.613 0.011 0.018
O -1.326 0.440 -0.871
O -0.435 -1.517 -1.125
O 2.771 -2.255 -1.496
C 2.978 -1.597 -2.453
O 3.373 -2.123 -3.652
C 3.586 -1.176 -4.680
C 3.439 0.202 -4.015
C 2.846 -0.093 -2.640
H 2.861 -1.325 -5.484
H 4.590 -1.368 -5.062
H 2.774 0.897 -4.525
H 4.425 0.640 -3.862
H 1.792 0.171 -2.517
H 3.316 0.466 -1.833
O -1.269 -1.368 2.172
C -1.748 -0.382 2.672
O -2.855 -0.462 3.395
C -3.265 0.825 3.851
C -2.003 1.704 3.682
C -1.246 1.020 2.505
H -3.543 0.780 4.904
H -4.133 1.162 3.284
H -1.403 1.664 4.590
H -2.234 2.742 3.443
H -0.173 1.149 2.558
H -1.567 1.312 1.500
O -4.554 -0.363 0.766
S -5.074 -1.402 -0.074
O -6.155 -2.256 0.351
O -5.504 -0.728 -1.533
C -6.608 -1.298 -2.240
C -6.751 -0.539 -3.564
C -3.666 -2.370 -0.683
H -7.476 -1.069 -1.614
H -6.466 -2.365 -2.419
H -7.758 -0.812 -3.893
H -5.932 -0.796 -4.227
H -6.827 0.537 -3.410
H -3.141 -1.673 -1.338
H -4.001 -3.165 -1.350
H -3.012 -2.750 0.096
O 4.727 1.585 0.625
S 4.076 0.732 1.586
O 3.734 -0.647 1.356
O 5.030 0.865 2.911
C 5.213 -0.331 3.695
C 6.444 -1.093 3.164
C 2.622 1.613 2.267
H 4.291 -0.910 3.650
H 5.363 -0.016 4.727
H 6.097 -1.896 2.514
H 6.989 -1.573 3.978
H 7.085 -0.412 2.613
H 3.006 2.548 2.678
H 2.139 1.083 3.082
H 1.962 1.890 1.440
C 0.432 3.147 -1.784
Br 0.605 3.960 -3.536
Br -0.977 4.045 -0.794
Br 2.128 3.228 -0.903
H 0.182 2.092 -1.865
```

HOMO-LUMO gap = 0.271 Ha
F_max = 0.0544 Eh/bohr
net charge = -1
LUMO level = 2.276 eV
energy = -10140.17627 Eh
M = 735.237 g/mol

---

3.
The following is a quantum chemistry calculation of C3H6O2 in the gas phase at a distorted geometry, from OMol25.

```
11
Properties=species:S:1:pos:R:3
O -1.591 -0.478 2.088
C -0.633 -0.304 1.375
C -0.736 -0.244 -0.117
C 0.560 -0.025 -0.819
O 0.953 1.302 -0.343
H 0.369 -0.245 1.799
H -1.135 -1.243 -0.403
H -1.585 0.317 -0.479
H 1.383 -0.730 -0.683
H 0.543 0.145 -1.910
H 1.872 1.504 -0.508
```

HOMO-LUMO gap = 0.387 Ha
F_max = 0.0607 Eh/bohr
LUMO level = 0.739 eV
energy = -268.34923 Eh
M = 74.079 g/mol

---

4.
The following is a quantum chemistry calculation of C4H5NO in the gas phase, from OMol25.

```
11
Properties=species:S:1:pos:R:3
O 2.349 0.449 -0.900
C 1.339 -0.111 -0.224
C 0.724 -1.161 0.202
N -1.800 -0.524 -0.597
C -1.261 0.392 0.100
C 0.134 0.180 0.606
H 2.430 1.375 -0.630
H 0.406 -2.190 0.154
H -2.772 -0.286 -0.779
H -1.827 1.262 0.463
H 0.278 0.614 1.605
```

HOMO-LUMO gap = 0.353 Ha
F_max = 0.0098 Eh/bohr
LUMO level = 0.650 eV
energy = -285.29185 Eh
M = 83.090 g/mol

---

- energy of number 3 (C3H6O2)?
  -268.34923 Eh

---

- Number 2 is which compound?
  C15H29Br3NO13S2